[1]
C37H26NPPdSe as an isolated structure, computed with wB97M-V/def2-TZVPD.

The spin multiplicity is 3. The calculation puts the total energy at -118396.532 eV. As for the total charge: -2. The value obtained for the gap between HOMO and LUMO (alpha / beta) is 3.03 / 5.55 eV. For the maximum force, the calculation gives 0.7 eV/A. Its LUMO energy (alpha / beta) is 4.4 / 4.4 eV.

The geometry in XYZ format:
```
67
Properties=species:S:1:pos:R:3:forces:R:3:lowdin_charge:R:1
Pd -0.425 0.958 0.611 -0.14 0.00 -0.72 0.38
C -3.171 2.587 3.563 0.00 0.00 0.05 -0.15
C -2.551 2.293 4.771 0.02 -0.02 -0.06 -0.14
C -1.319 1.657 4.760 -0.03 0.01 0.05 -0.08
C -0.669 1.315 3.567 0.10 -0.04 0.08 -0.21
C -1.309 1.581 2.336 0.17 -0.10 0.25 -0.32
C -2.547 2.225 2.374 0.00 0.00 -0.16 -0.16
C 0.664 0.650 3.616 -0.20 0.10 -0.13 -0.28
C 1.492 0.744 4.722 0.17 -0.05 0.04 -0.08
C 2.740 0.109 4.731 -0.11 0.06 -0.01 -0.08
C 3.140 -0.647 3.605 -0.09 0.02 -0.07 -0.20
C 4.360 -1.337 3.499 0.08 -0.06 -0.02 -0.10
C 4.692 -2.079 2.357 -0.05 0.07 0.08 -0.18
C 3.789 -2.148 1.307 -0.05 0.01 -0.03 -0.16
C 2.569 -1.471 1.378 0.00 -0.05 -0.01 -0.08
C 2.213 -0.694 2.501 0.14 -0.04 0.02 -0.24
N 1.034 -0.038 2.507 -0.04 -0.06 0.10 0.09
H -4.136 3.085 3.544 0.00 0.00 0.00 0.08
H -3.026 2.542 5.715 -0.01 0.00 0.00 0.08
H -0.857 1.403 5.708 0.00 -0.01 0.00 0.08
H -3.045 2.444 1.435 -0.01 0.01 0.00 0.08
H 1.194 1.344 5.573 0.00 0.00 0.01 0.08
H 3.405 0.199 5.584 0.00 0.01 0.00 0.08
H 5.055 -1.283 4.333 0.00 0.00 -0.01 0.08
H 5.641 -2.601 2.302 0.00 0.00 0.00 0.07
H 4.023 -2.736 0.424 0.00 0.01 0.00 0.07
H 1.839 -1.540 0.578 0.00 -0.01 0.00 0.08
C 3.884 0.130 -3.916 0.03 0.00 -0.01 -0.11
C 2.715 0.369 -4.627 -0.03 0.00 0.04 -0.11
C 1.506 0.479 -3.953 0.00 -0.02 -0.07 -0.10
C 1.456 0.347 -2.568 0.02 0.04 0.14 -0.33
C 2.636 0.129 -1.859 0.06 0.03 -0.03 -0.08
C 3.845 0.012 -2.534 -0.03 0.01 0.02 -0.08
P -0.081 0.413 -1.578 -0.20 -0.03 0.31 0.96
C -1.195 1.396 -2.658 -0.03 -0.08 -0.05 -0.33
C -2.377 0.876 -3.179 0.01 0.00 -0.03 -0.08
C -3.229 1.670 -3.937 0.02 0.03 -0.01 -0.10
C -2.908 2.996 -4.189 0.00 -0.05 0.02 -0.12
C -1.736 3.525 -3.660 0.00 0.02 -0.01 -0.10
C -0.892 2.736 -2.895 0.04 0.09 0.03 -0.12
C -0.779 -1.267 -1.750 0.08 0.19 0.15 -0.32
C -0.615 -2.100 -2.820 -0.08 -0.18 -0.10 -0.10
C -1.293 -3.343 -2.852 0.09 0.13 -0.01 -0.10
C -2.110 -3.695 -1.817 -0.04 -0.01 0.07 -0.06
C -2.277 -2.857 -0.684 -0.09 -0.13 0.03 -0.19
C -3.094 -3.234 0.409 0.06 0.00 -0.13 -0.08
C -3.179 -2.399 1.486 0.01 0.09 0.06 -0.10
C -2.470 -1.177 1.533 -0.04 0.00 0.05 -0.11
C -1.654 -0.736 0.511 0.03 -0.03 0.05 -0.17
C -1.586 -1.619 -0.629 0.12 0.13 -0.01 -0.21
H 4.829 0.047 -4.441 0.00 0.00 0.00 0.09
H 2.743 0.475 -5.705 0.01 0.00 0.00 0.09
H 0.594 0.672 -4.506 0.00 0.01 0.00 0.10
H 2.611 0.060 -0.776 -0.02 0.02 -0.03 0.08
H 4.752 -0.161 -1.968 0.00 -0.01 -0.01 0.10
H -2.644 -0.156 -2.986 0.01 -0.01 0.01 0.10
H -4.148 1.247 -4.326 0.00 0.01 0.00 0.09
H -3.573 3.617 -4.778 0.00 0.00 0.00 0.09
H -1.489 4.567 -3.826 0.01 -0.01 0.00 0.09
H -0.013 3.175 -2.436 0.01 -0.04 0.02 0.05
H 0.023 -1.817 -3.649 0.00 0.03 0.01 0.09
H -1.161 -4.006 -3.699 0.00 0.00 0.00 0.09
H -2.637 -4.645 -1.832 0.01 0.00 -0.01 0.10
H -3.623 -4.181 0.376 -0.01 0.00 0.01 0.09
H -3.792 -2.681 2.337 0.00 0.00 0.00 0.09
H -2.564 -0.573 2.428 -0.02 -0.02 0.01 0.08
Se 0.727 3.143 0.552 -0.01 -0.06 -0.01 -0.08
```
Forces are in eV/Å.

=====

[2]
A 2-piece molecular cluster, C5H6N4O3S overall in a non-equilibrium geometry, computed with wB97M-V/def2-TZVPD.

The calculation puts the total energy at -28211.313 eV. The value obtained for the gap between HOMO and LUMO (alpha / beta) is 7.66 / 6.58 eV. For the maximum force, the calculation gives 4.8 eV/A. Its LUMO energy (alpha / beta) is -0.5 / -2.3 eV.

The geometry in XYZ format:
```
19
Properties=species:S:1:pos:R:3:forces:R:3:lowdin_charge:R:1
C -1.677 -0.782 -1.279 -0.44 -0.95 -0.37 -0.14
C -2.207 -0.343 -0.043 2.00 1.63 -1.39 -0.47
C -0.371 0.999 -0.955 -2.69 -2.13 0.29 -0.52
C 0.772 1.630 -1.092 1.25 2.32 -0.89 -0.15
C 2.145 -0.951 0.404 2.05 0.07 0.95 -0.16
N -0.725 -0.071 -1.805 0.98 0.90 0.88 0.07
N 1.589 2.475 -1.437 -1.11 -0.97 0.66 0.22
N 1.377 -0.152 1.241 -1.60 1.53 1.10 -0.13
N -3.269 -0.928 0.527 -3.57 -0.85 3.05 -0.41
O -3.641 -2.018 0.083 0.24 0.37 -0.02 0.05
O -3.863 -0.369 1.511 1.58 -0.54 -1.86 0.00
O 2.142 0.752 1.925 -1.35 1.42 1.78 -0.10
S -1.498 1.162 0.476 0.48 -0.78 -1.15 1.10
H -2.046 -1.703 -1.808 0.32 1.18 0.71 0.15
H 1.455 -1.301 -0.341 0.19 -1.21 -0.13 0.07
H 3.020 -0.508 -0.041 0.11 1.28 -0.93 0.07
H 2.795 -1.548 1.087 -1.10 -1.27 -0.46 0.11
H 2.507 2.389 -1.038 0.78 -0.08 0.06 0.08
H 1.494 1.268 2.587 1.89 -1.93 -2.28 0.17
```
Forces are in eV/Å.

=====

- Look up the maximum force of the second one.
  4.8 eV/A